{
  "formula": "C2H8N4OS",
  "method": "the ωB97M-V functional and the def2-TZVPD basis",
  "de_lowest_kj_mol": 42.6,
  "total_charge": 2,
  "lumo_ev": -6.19,
  "homo_ev": -15.072,
  "e_tot_ev": -21028.2418,
  "gap_ev": 8.88,
  "species": ["H", "H", "N", "H", "N", "N", "H", "C", "N", "H", "S", "H", "H", "H", "C", "O"],
  "coordinates": [[7.354085, 5.478551, 11.288870], [-6.228380, -2.794846, -7.876687], [-6.718037, -3.473601, -9.743061], [7.929409, 4.470404, 9.977843], [7.322762, 5.131321, 10.286974], [-4.795517, -5.572609, -5.167589], [-9.202109, -4.239470, -11.022980], [-5.203875, -5.051291, -6.156843], [-7.307846, -3.795721, -10.724317], [-8.202360, -4.272049, -12.570111], [-6.550552, -2.020330, -8.972557], [-4.820795, -6.254498, -4.513724], [7.566826, 6.115996, 9.874273], [6.353432, 4.914726, 10.005853], [-8.225643, -4.098123, -11.522531], [-5.490252, -4.423258, -7.090941]],
  "forces_ev_per_angstrom": [[0.1, -1.7, -0.8], [0.3, 0.8, -0.2], [-0.5, -1.4, -0.4], [2.7, -2.6, -0.7], [-2.7, 6.7, 1.3], [-0.2, 2.8, -3.1], [0.4, 0.0, -0.3], [1.0, -1.2, 2.5], [0.3, 1.4, -0.3], [0.9, 0.0, -0.7], [-0.1, -0.6, 0.3], [-0.2, -2.3, 2.0], [-0.4, -2.3, -0.1], [0.4, 0.0, 0.2], [-1.3, -0.2, 1.6], [-0.6, 0.7, -1.4]]
}